DFT (ωB97M-V/def2-TZVPD) results for C28H39F6N2O5PS2V as an isolated structure.

Results
gap between HOMO and LUMO (spin up / spin down)	7.87 / 8.01	eV
ΔE to the lowest compared entry with this formula, charge and spin	0.443	eV
2S+1	4
LUMO level (spin up / spin down)	0.5932 / 0.5839	eV
HOMO (spin up / spin down)	-7.27 / -7.43	eV
calculated total energy	-4257.0291	hartree

Element x y z (Å)
H -1.912 3.462 -3.278
H -2.843 4.449 -2.153
H 1.812 -2.357 -4.417
C 2.051 -2.351 1.448
C 1.254 -2.558 -3.507
C 3.543 -2.236 1.710
H -5.921 2.045 -3.631
O 1.764 -1.232 0.599
O -0.517 -0.940 2.483
C -2.513 1.065 -1.692
C -0.186 -1.764 -1.745
H 2.577 -1.906 -1.171
N 1.591 0.378 3.096
H -0.364 -0.012 -4.184
C 4.089 -1.645 0.394
H -3.241 4.717 0.028
F 0.059 1.256 5.486
C -3.768 3.824 0.364
H 1.404 -0.036 -4.203
C -2.772 -1.133 -2.655
C 2.829 -1.210 -0.367
C 0.528 -1.523 -2.928
S 2.318 1.384 2.090
O 3.729 1.229 2.166
H 1.808 -3.273 0.906
C -2.050 -0.259 -1.829
C 0.460 3.434 -1.841
H -4.023 2.479 -2.267
H 2.879 -0.201 -0.774
C 1.302 -3.826 -2.943
H -0.942 4.352 -0.513
H -1.367 5.086 -2.869
H -4.443 -1.407 -3.944
C -0.171 -3.038 -1.174
H -4.384 1.186 0.521
F 0.112 -0.908 5.379
H 1.422 -2.282 2.329
F 3.144 3.789 2.717
H 3.723 -1.553 2.539
H -4.121 1.727 2.185
C -0.971 3.627 -1.336
F -1.731 0.156 4.967
C 2.084 -4.938 -3.588
H -2.993 0.603 1.429
C -3.668 1.461 -2.373
H 3.991 -3.198 1.957
H 3.035 -4.579 -3.983
H 0.591 -5.028 -1.319
O 1.712 1.397 0.745
H -2.192 3.033 1.559
C -1.008 -3.347 0.035
H 2.295 -5.733 -2.872
C 1.994 3.128 2.723
C -0.409 0.192 4.854
C -3.905 -0.705 -3.315
H 0.524 0.625 -2.817
H 0.899 4.404 -2.083
H 0.469 2.838 -2.756
C 0.526 -0.165 -3.568
H 4.748 -0.802 0.593
H 1.105 2.944 -1.111
O -0.573 1.473 2.475
C -1.834 4.185 -2.465
H 4.645 -2.384 -0.183
F 1.130 3.775 1.951
F 1.528 3.081 3.966
H -0.810 -2.680 0.870
H -0.833 -4.371 0.368
C -2.829 2.683 0.740
C -3.622 1.477 1.247
H -4.351 4.110 1.244
H -2.429 -2.153 -2.772
C -5.610 1.046 -3.937
C 0.582 -4.043 -1.774
P -1.597 2.101 -0.505
H -5.437 1.069 -5.015
H -2.072 -3.245 -0.198
H 1.533 -5.384 -4.419
V -0.116 0.352 0.312
H -6.447 0.369 -3.757
C -4.380 0.603 -3.192
S 0.018 0.272 3.065
H -4.482 3.532 -0.407
N -0.909 -0.695 -1.132



DFT (ωB97M-V/def2-TZVPD) results for C28H39N11S2Zr as an isolated structure.

Results
gap between HOMO and LUMO	6.15	eV
ΔE to the lowest compared entry with this formula, charge and spin	0.107	eV
LUMO level	-6.1867	eV
total charge	+2
HOMO	-12.33	eV
calculated total energy	-2535.7600	hartree

Element x y z (Å)
C -2.438 1.784 -1.370
N -2.135 1.376 -2.657
H 5.525 -0.441 1.461
S -0.003 -4.256 -1.277
H -2.633 -5.474 -2.011
H 1.852 -3.695 3.970
N 1.236 2.171 0.324
C 2.289 2.518 -0.666
C 0.279 3.317 0.317
H 3.074 1.768 -0.667
H -2.878 1.397 -3.336
H -3.060 -1.037 2.571
H -3.361 -2.422 0.657
C -0.734 -3.136 -2.268
N 0.763 -1.527 -1.717
C 2.480 1.996 4.364
H 2.731 3.488 -0.440
C -0.005 -3.881 2.918
H -1.998 1.723 0.503
C 5.286 -1.187 -0.545
N 0.139 0.993 -2.299
H 3.140 0.039 1.739
C -2.587 -0.366 1.853
H -4.122 2.051 0.688
H 0.817 4.239 0.547
H -0.127 -4.926 3.166
H 2.172 -1.337 3.416
C -0.888 1.007 -3.100
C -0.945 -3.244 2.132
C 1.109 -3.184 3.373
N -1.728 1.313 -0.383
H -4.965 2.682 -2.750
H -1.645 0.679 -4.974
N -0.811 0.737 -4.413
H -0.475 3.169 1.087
H -3.365 0.091 1.247
H -3.270 -5.482 -3.671
C -2.522 -2.002 0.097
H -0.057 0.143 -4.721
C 3.061 2.941 3.535
H -0.182 3.402 -0.665
C 4.844 -0.657 0.650
C 1.228 1.108 2.509
C -0.773 -1.900 1.824
H 4.632 -1.958 -2.454
N 2.578 -0.624 -0.130
C -2.416 -5.225 -3.046
C 1.566 1.082 3.862
H -2.019 0.389 2.396
H -2.913 -1.386 -0.711
C 1.949 -1.671 -2.152
S -2.174 -3.457 -3.263
H 3.117 3.781 1.575
C -4.122 3.270 -2.380
N -3.471 2.620 -1.240
H -1.927 -2.812 -0.316
H -1.793 -3.791 1.746
C 4.345 -1.489 -1.523
N 0.425 0.169 1.861
H -4.946 3.429 -0.019
C 2.687 3.010 2.200
Zr 0.121 0.004 -0.183
H 0.967 0.770 -2.842
H 3.786 3.641 3.925
H 2.741 1.961 5.413
N -1.683 -1.152 0.976
C 3.016 -1.216 -1.267
C 1.762 2.112 1.694
H -4.493 4.238 -2.057
H 6.336 -1.389 -0.709
C 1.290 -1.850 3.064
H 1.831 2.582 -1.649
C -3.979 2.950 0.091
C 0.328 -1.173 2.304
N -0.345 -1.869 -2.483
H 1.122 0.347 4.518
H 2.137 -2.194 -3.086
C 3.490 -0.390 0.814
H -1.543 -5.781 -3.378
H -3.410 3.455 -3.182
H -3.311 3.639 0.613



What is the ΔE to the lowest compared entry with this formula, charge and spin in the first record?
0.443 eV



Which formula does entry 2 have?
C28H39N11S2Zr



Number 1 is which compound?
C28H39F6N2O5PS2V